1.
Density functional theory data (wB97M-V/def2-TZVPD) for C29H59ClN4PtSi2 as an isolated structure at a distorted geometry.

The geometry in ORCA input format:
```
! wB97M-V def2-TZVPD RIJCOSX def2/J DEFGRID3
* xyz -2 5
Pt 0.72929 -1.03619 0.08014
Cl 0.06888 0.00337 -2.17583
C 2.68005 -3.91872 -1.62568
C 1.83771 -1.94826 -1.17762
N 1.48959 -3.21086 -1.46505
H 4.79326 -3.15361 -1.47702
N 3.16966 -1.78510 -1.25774
H 2.60008 -4.99827 -1.78275
C 0.00737 -3.67195 -1.50581
C 0.08249 -5.11043 -1.91049
C -0.74634 -3.51210 -0.18889
H 0.60106 -5.68795 -1.14213
H -0.92708 -5.51069 -2.03221
H 0.60434 -5.18200 -2.86854
H -1.77391 -3.37844 -2.72006
H -0.25243 -2.87719 -3.51061
H -0.85716 -2.45879 0.18909
C -0.78751 -2.91347 -2.56048
H -0.32681 -4.12420 0.60946
H -1.79015 -3.83083 -0.34385
H -1.02249 -1.87882 -2.28101
C 3.69880 -3.04125 -1.48574
C 3.71624 0.08033 0.42605
H 4.16670 -0.62090 1.13617
H 4.21036 1.06332 0.56694
C 3.84186 -0.41897 -1.01784
H 3.67626 1.63520 -1.78380
C 5.28156 -0.59073 -1.43561
H 5.31968 -0.94993 -2.47057
H 2.65038 0.24668 0.69766
H 2.12831 0.83567 -1.57552
H 5.79106 -1.30077 -0.77614
H 5.82798 0.36180 -1.39227
C 3.17299 0.65278 -1.87768
H 3.15499 0.37958 -2.93910
C -3.34933 3.11932 -2.30835
N -2.97169 2.02292 -1.49263
H -2.17046 4.99888 -2.65864
N -1.32644 3.43588 -1.41008
H -4.31549 3.15059 -2.80507
C -3.58219 0.64734 -1.30813
C -4.99820 0.88004 -0.81222
C -3.57142 -0.06302 -2.65591
H -5.54142 1.47228 -1.56250
H -5.50577 -0.08264 -0.66009
H -4.95959 1.41121 0.14789
H -3.23284 -1.24478 -0.28302
H -2.66281 0.11785 0.68654
H -2.52837 -0.19446 -2.97026
C -2.75211 -0.24248 -0.35545
H -4.14062 0.51473 -3.38777
H -4.02432 -1.06269 -2.57178
H -1.73805 -0.37303 -0.77769
C -2.31692 4.00947 -2.24428
C 0.88953 3.64965 -2.46850
H 0.42169 4.27389 -3.23778
H 1.94070 3.96816 -2.37964
C 0.13976 3.82022 -1.15157
H 1.92823 3.10389 -0.07916
C 0.05783 5.27461 -0.72577
H -0.57657 5.33713 0.17018
H 0.87938 2.58774 -2.75193
H 0.63263 1.86304 -0.33111
H -0.37916 5.86035 -1.54960
H 1.05342 5.67321 -0.48234
C 0.82860 2.92266 -0.09728
H 0.50625 3.15076 0.92688
C -1.92417 2.42648 -0.82836
C -1.13402 -2.63397 3.05858
Si 0.52256 -1.68071 2.93262
C 1.07209 -1.07359 4.65342
C 1.90028 -2.76459 2.23050
C 0.34002 -0.04975 1.85923
Si -0.88573 1.21112 2.72278
C 0.27102 2.26211 3.80275
C -1.97298 2.56090 1.95288
C -2.13701 0.40496 3.87624
H -0.91084 -3.70236 3.23483
H -1.80098 -2.55656 2.17959
H -1.67774 -2.23591 3.93168
H 1.48128 -1.94002 5.19100
H 1.86404 -0.32149 4.55069
H 0.25301 -0.64676 5.24209
H 2.27069 -3.40177 3.04541
H 1.55720 -3.41385 1.41286
H 2.72323 -2.13666 1.85307
H 1.13291 0.72018 1.84793
H 1.04351 2.78414 3.22119
H -0.34065 3.02347 4.30741
H 0.76277 1.65187 4.56852
H -2.78013 2.13668 1.34255
H -2.44903 3.13511 2.76624
H -1.42648 3.28438 1.33510
H -2.75743 -0.35019 3.38076
H -1.64721 -0.04551 4.74544
H -2.80157 1.20123 4.24460
*
```

LUMO level (alpha / beta) (eV): 3.89 / 2.43
Gap between HOMO and LUMO (alpha / beta) (eV): 1.754 / 4.913
Electronic energy (a.u.): -2517.6483
Relative energy (zero: lowest compared OMol25 entry of this formula, charge and spin) (eV): 3.8497



2.
Density functional theory data (wB97M-V/def2-TZVPD) for C5H11N3 as an isolated structure at a distorted geometry.

The geometry in ORCA input format:
```
! wB97M-V def2-TZVPD RIJCOSX def2/J DEFGRID3
* xyz 0 1
C 0.98493 2.25832 -0.07067
C 0.31721 0.06579 -0.21601
C 0.79655 -1.42111 0.11943
C -2.03733 0.48061 0.29685
C -1.85730 -1.00822 -0.13558
H 1.87880 3.10602 0.65877
H -0.34356 2.07260 0.46550
H 0.84553 2.45166 -1.30339
H 0.17521 -2.03475 -0.67472
H 0.24851 -1.74083 1.07348
H 2.89114 -1.06988 0.62951
H 2.52476 -1.07713 -0.85892
H -1.77550 0.55320 1.22768
H -2.75204 1.19310 -0.09315
H -2.52817 -1.36961 -0.89105
H -1.86448 -1.84555 0.62489
N 1.30358 0.90359 -0.07769
N 2.20482 -1.52965 -0.08195
N -1.01267 0.01185 -0.69297
*
```

LUMO level (eV): 0.84
Gap between HOMO and LUMO (eV): 9.478
Electronic energy (a.u.): -361.1154
Relative energy (zero: lowest compared OMol25 entry of this formula, charge and spin) (eV): 7.4544



3.
Density functional theory data (wB97M-V/def2-TZVPD) for the molecule C3H4O2Si at a distorted geometry.

The geometry in ORCA input format:
```
! wB97M-V def2-TZVPD RIJCOSX def2/J DEFGRID3
* xyz 0 1
C 3.60617 -0.37187 -0.92699
C 2.66464 -0.23421 -0.15173
C 1.49054 -0.20442 0.66956
O 1.40536 -0.24445 1.85592
O 0.28275 -0.19987 -0.19066
Si -1.26805 -0.29694 0.36345
H 4.51546 -0.25681 -1.44198
H -1.33028 -1.68835 0.14251
H -1.26242 0.13946 1.76337
H -1.93950 0.55442 -0.57988
*
```

SMILES: C#CC(=O)O[SiH3]
LUMO level (eV): 0.08
Gap between HOMO and LUMO (eV): 11.047
Electronic energy (a.u.): -556.6122
Relative energy (zero: lowest compared OMol25 entry of this formula, charge and spin) (eV): 0.0000



4.
Density functional theory data (wB97M-V/def2-TZVPD) for a 12-piece molecular cluster, C4H31NO13S overall at a distorted geometry.

The geometry in ORCA input format:
```
! wB97M-V def2-TZVPD RIJCOSX def2/J DEFGRID3
* xyz -1 2
O 0.33332 -1.55173 1.16458
C 0.40483 -0.37470 0.71588
N 0.63694 0.58136 1.65733
C 0.57058 2.03636 1.39773
O -0.71677 2.47224 1.71516
C 0.18407 -0.09568 -0.73738
C 1.32638 -0.69359 -1.55605
S 0.77598 -1.64048 -3.01788
H 0.67123 0.34843 2.64837
H 0.86287 2.30735 0.33281
H 1.23252 2.57746 2.11603
H -1.44846 2.09754 1.17639
H 0.09936 0.99350 -0.90360
H -0.80836 -0.52622 -1.00228
H 2.09213 0.07279 -1.84469
H 1.94188 -1.38250 -0.97396
H -0.18477 -0.80631 -3.48300
H -2.92205 0.31443 0.08738
H -2.86706 1.13822 1.41467
O -2.74395 1.19599 0.48246
H 3.62046 2.25878 -0.14261
H 3.26766 0.77104 0.10498
O 2.92532 1.66287 -0.13304
H -0.61484 -1.51575 2.69524
H -1.18091 -1.87549 4.10089
O -0.85541 -1.13893 3.53562
H -2.10934 2.99732 -1.90376
H -2.00638 1.88788 -0.88742
O -1.66167 2.19649 -1.76382
H -0.88219 -3.42718 -0.97046
H -0.70472 -2.63381 0.30212
O -1.38119 -3.10228 -0.21775
H 1.83322 2.44043 -1.63038
H 0.37035 2.62323 -2.11609
O 1.26085 2.97575 -2.25737
H 3.53899 -1.23779 1.08164
H 4.95937 -0.59982 0.86076
O 4.05887 -0.68118 0.46248
H -1.98876 0.13839 3.32250
H -1.72606 1.63966 3.01357
O -2.45016 0.96560 3.12440
H 1.77537 -2.01153 1.90802
H 2.78845 -3.18114 2.00255
O 2.70965 -2.19882 2.20135
H -1.92437 0.86253 -2.68241
H -3.04852 0.17961 -3.72544
O -2.27041 -0.02723 -3.12086
H -2.51461 -1.89068 -0.55395
H -2.82524 -0.82773 -1.76441
O -3.09430 -1.11736 -0.79570
*
```

LUMO level (alpha / beta) (eV): 2.75 / 2.67
Gap between HOMO and LUMO (alpha / beta) (eV): 2.875 / 8.283
Electronic energy (a.u.): -1602.1160



5.
Density functional theory data (wB97M-V/def2-TZVPD) for the molecule C8H10O at a distorted geometry.

The geometry in ORCA input format:
```
! wB97M-V def2-TZVPD RIJCOSX def2/J DEFGRID3
* xyz 0 1
C 0.31038 -1.83786 0.45767
C -0.83911 -1.26521 0.27295
C -2.08600 -1.02337 -0.12413
C -2.79271 0.30138 -0.14514
C -2.14561 1.46995 0.12896
C -0.76679 1.51436 0.62093
C 0.27143 0.85739 0.02947
O 1.50791 0.74014 0.60007
C 2.65418 0.49437 -0.26102
H 0.67967 -2.05321 1.49794
H 1.02097 -2.05719 -0.46239
H -2.64563 -1.85252 -0.24512
H -3.80067 0.26386 -0.61986
H -2.67632 2.40939 0.11270
H -0.55210 2.04715 1.46606
H 0.16478 0.61837 -0.98631
H 2.72429 1.30767 -1.03346
H 2.40512 -0.56325 -0.70879
H 3.45637 0.58058 0.45580
*
```

SMILES: C=C=C/C=C\C=C\OC
LUMO level (eV): 0.75
Gap between HOMO and LUMO (eV): 8.469
Electronic energy (a.u.): -385.8953
Relative energy (zero: lowest compared OMol25 entry of this formula, charge and spin) (eV): 4.8576



6.
Density functional theory data (wB97M-V/def2-TZVPD) for the molecule C21H21ClN4O5 at a distorted geometry.

The geometry in ORCA input format:
```
! wB97M-V def2-TZVPD RIJCOSX def2/J DEFGRID3
* xyz 0 1
C -2.67252 3.76706 1.17859
C -2.43632 3.85185 -0.32268
O -1.82903 2.66038 -0.82678
C -0.49643 2.55562 -0.65913
O 0.16855 3.43988 -0.15982
C 0.08039 1.31000 -1.15222
C -0.56336 0.31333 -1.80562
C -2.04159 0.27285 -2.11627
N -2.44593 -1.04763 -2.56739
C -2.94888 -1.90703 -1.49972
C -1.82939 -2.34928 -0.59523
C -1.64494 -1.77233 0.65352
C -0.60313 -2.16164 1.47782
C 0.28372 -3.13540 1.05248
C 0.12127 -3.72838 -0.18730
C -0.93012 -3.33526 -0.99644
Cl -1.10361 -4.08094 -2.54929
N 0.12700 -0.75483 -2.28957
C 1.42932 -1.07092 -1.94346
O 1.93493 -2.12812 -2.23948
N 2.06710 -0.11058 -1.23761
C 1.58591 1.23008 -0.95791
C 1.97628 1.59237 0.46011
C 3.02845 2.46559 0.70996
C 3.39860 2.78376 2.00706
C 2.72146 2.23136 3.07633
C 1.67318 1.35374 2.82396
N 0.95157 0.78956 3.93373
O -0.04144 0.13442 3.68820
O 1.37265 0.99913 5.05086
C 1.30082 1.02283 1.52803
H -1.71999 3.69565 1.69767
H -3.27264 2.89285 1.41968
H -3.19209 4.65883 1.51679
H -3.37886 3.93760 -0.86759
H -1.79049 4.70460 -0.55458
H -2.60001 0.59593 -1.22868
H -2.23400 1.00902 -2.90147
H -3.13818 -0.97882 -3.30214
H -3.71863 -1.39888 -0.89583
H -3.39814 -2.78481 -1.96980
H -2.33164 -1.00893 0.98999
H -0.49272 -1.70287 2.44835
H 1.10306 -3.43944 1.68566
H 0.81013 -4.48150 -0.53437
H -0.43586 -1.46210 -2.75776
H 3.02538 -0.31061 -0.99528
H 2.07317 1.95096 -1.63860
H 3.55092 2.91627 -0.12036
H 4.21113 3.47146 2.18250
H 2.97825 2.46963 4.09693
H 0.48488 0.33539 1.36098
*
```

SMILES: CCOC(=O)C1=C(CNCc2ccccc2Cl)NC(=O)N[C@@H]1c1cccc([N+](=O)[O-])c1
LUMO level (eV): -0.49
Gap between HOMO and LUMO (eV): 8.239
Electronic energy (a.u.): -1868.2334
Relative energy (zero: lowest compared OMol25 entry of this formula, charge and spin) (eV): 2.4446



7.
Density functional theory data (wB97M-V/def2-TZVPD) for C18H17F6N4O3PtSSb as an isolated structure at a distorted geometry.

The geometry in ORCA input format:
```
! wB97M-V def2-TZVPD RIJCOSX def2/J DEFGRID3
* xyz 1 4
Pt -0.43239 -0.48600 -0.21644
C -7.80222 1.29061 0.48885
C -6.56564 0.48175 0.63539
C -6.38393 -0.36570 1.73233
C -5.23293 -1.11996 1.86004
C -4.26495 -1.02810 0.87128
C -4.41894 -0.20201 -0.23186
C -5.57214 0.54635 -0.34912
S -2.71906 -1.86587 1.05848
O -2.16270 -2.28439 -0.22896
O -2.73250 -2.81656 2.12154
N -1.65478 -0.62790 1.37887
C -0.90091 -0.37678 2.46265
C -1.29295 -0.38302 3.80648
C -0.33833 -0.05452 4.74931
C 0.95534 0.26827 4.35510
C 1.26134 0.25460 2.99734
N 0.35767 -0.06453 2.09662
H -8.36008 1.35487 1.41845
H -8.44511 0.82108 -0.25644
H -7.57057 2.28867 0.12302
H -7.14913 -0.42529 2.48980
H -5.08203 -1.77728 2.70319
H -3.64144 -0.15501 -0.97873
H -5.70992 1.20271 -1.19525
H -2.31271 -0.61099 4.07390
H -0.60562 -0.04382 5.79462
H 1.70645 0.53807 5.08089
H 2.25392 0.49018 2.64182
N 5.10263 -1.87897 -4.51395
C 4.05006 -2.65211 -4.21087
O 3.90540 -3.77841 -4.62655
C 3.01068 -2.04750 -3.28869
C 3.16762 -0.85187 -2.59806
C 2.14877 -0.41982 -1.76556
N 1.01403 -1.10098 -1.60745
C 0.84128 -2.24493 -2.27744
C 1.81754 -2.74840 -3.11827
H 5.79038 -2.24932 -5.15121
H 5.20160 -0.92569 -4.21748
H 4.05939 -0.25033 -2.67018
H 2.25317 0.50559 -1.21669
H -0.09655 -2.76894 -2.12853
H 1.67862 -3.68060 -3.64490
F 0.51686 1.82909 -0.47633
Sb -1.13500 2.71131 -1.22867
F -0.10240 3.33205 -2.67820
F -0.77551 4.15908 -0.08394
F -1.22956 0.96620 -2.18288
F -2.05472 1.74248 0.17943
F -2.81645 3.25724 -1.87112
*
```

LUMO level (alpha / beta) (eV): -3.30 / -7.02
Gap between HOMO and LUMO (alpha / beta) (eV): 9.225 / 5.541
Electronic energy (a.u.): -2497.6127
Relative energy (zero: lowest compared OMol25 entry of this formula, charge and spin) (eV): 0.2013



8.
Density functional theory data (wB97M-V/def2-TZVPD) for the molecule C5H6O3 at a distorted geometry.

The geometry in ORCA input format:
```
! wB97M-V def2-TZVPD RIJCOSX def2/J DEFGRID3
* xyz 0 1
C 1.36501 -0.26526 1.28369
C 0.43290 -0.46768 0.01624
O 1.15242 -0.85777 -1.09931
C -0.73714 -1.34721 -0.16521
C -1.77916 -0.57210 0.11890
O -1.38533 0.83875 0.31148
C -0.10703 0.83502 -0.11798
O 0.41709 1.85090 -0.52348
H 0.92827 0.57694 2.16578
H 2.32323 0.38590 0.81294
H 1.83235 -1.24390 1.74977
H 1.85770 -0.21878 -0.96765
H -0.64627 -2.31273 -0.14016
H -2.81612 -0.93910 0.05595
*
```

SMILES: C[C@@]1(O)C=COC1=O
LUMO level (eV): 0.75
Gap between HOMO and LUMO (eV): 10.791
Electronic energy (a.u.): -419.7277
Relative energy (zero: lowest compared OMol25 entry of this formula, charge and spin) (eV): 3.0407